{
  "formula": "C43H41CaF3GeN2O3P",
  "method": "ωB97M-V/def2-TZVPD",
  "species": ["Ca", "N", "C", "O", "C", "C", "H", "H", "H", "H", "H", "H", "N", "C", "C", "C", "C", "C", "C", "P", "C", "C", "C", "C", "C", "C", "C", "C", "C", "C", "C", "C", "H", "H", "H", "H", "H", "H", "H", "H", "H", "H", "H", "H", "H", "H", "H", "H", "O", "C", "O", "C", "C", "Ge", "C", "C", "C", "C", "C", "C", "C", "C", "C", "C", "C", "C", "C", "C", "C", "C", "C", "C", "H", "H", "H", "H", "H", "H", "H", "H", "H", "H", "H", "H", "H", "H", "H", "H", "H", "H", "H", "F", "C", "F", "F"],
  "coordinates": [[0.185, 0.479, 0.120], [1.883, -3.235, -1.258], [1.156, -2.141, -0.931], [1.436, -1.494, 0.091], [0.013, -1.754, -1.840], [0.110, -0.262, -2.226], [2.717, -3.418, -0.730], [1.769, -3.657, -2.156], [-0.895, -1.939, -1.246], [-0.027, -2.481, -2.666], [-0.826, 0.022, -2.727], [0.901, -0.172, -2.971], [0.936, 3.303, -1.261], [1.712, 3.600, -2.330], [1.286, 4.527, -3.303], [2.108, 4.875, -4.352], [3.390, 4.332, -4.470], [3.802, 3.415, -3.520], [2.981, 3.009, -2.466], [3.484, 1.764, -1.220], [5.000, 2.548, -0.537], [4.821, 3.317, 0.614], [5.889, 4.004, 1.178], [7.153, 3.917, 0.610], [7.345, 3.138, -0.525], [6.275, 2.460, -1.096], [4.184, 0.384, -2.207], [4.991, -0.541, -1.535], [5.510, -1.645, -2.193], [5.207, -1.866, -3.532], [4.382, -0.975, -4.199], [3.877, 0.145, -3.544], [0.017, 3.669, -1.116], [1.339, 2.748, -0.542], [0.301, 4.976, -3.205], [1.755, 5.596, -5.083], [4.046, 4.620, -5.284], [4.790, 2.977, -3.601], [3.835, 3.368, 1.079], [5.731, 4.597, 2.071], [7.988, 4.447, 1.055], [8.331, 3.059, -0.970], [6.439, 1.853, -1.977], [5.221, -0.386, -0.485], [6.152, -2.337, -1.657], [5.608, -2.732, -4.048], [4.124, -1.144, -5.239], [3.234, 0.831, -4.076], [-1.373, 2.264, 0.358], [-2.272, 1.402, 0.532], [-2.134, 0.181, 0.196], [-3.556, 1.797, 1.261], [-4.645, 0.732, 1.234], [-4.193, -1.087, 1.792], [-2.364, -1.522, 2.304], [-1.851, -2.767, 1.936], [-0.552, -3.135, 2.279], [0.253, -2.259, 2.993], [-0.246, -1.018, 3.372], [-1.544, -0.659, 3.034], [-4.720, -2.294, 0.341], [-4.012, -2.250, -0.866], [-4.363, -3.073, -1.929], [-5.434, -3.952, -1.808], [-6.154, -3.998, -0.623], [-5.799, -3.172, 0.440], [-5.284, -1.578, 3.356], [-5.372, -2.914, 3.758], [-6.055, -3.282, 4.910], [-6.659, -2.311, 5.701], [-6.569, -0.976, 5.331], [-5.890, -0.619, 4.169], [-3.905, 2.740, 0.834], [-3.255, 2.038, 2.287], [-5.011, 0.588, 0.212], [-5.507, 1.055, 1.829], [-2.454, -3.456, 1.352], [-0.166, -4.099, 1.967], [1.272, -2.529, 3.239], [0.385, -0.313, 3.908], [-1.896, 0.329, 3.323], [-3.187, -1.553, -0.974], [-3.798, -3.020, -2.852], [-5.707, -4.594, -2.638], [-6.996, -4.674, -0.524], [-6.379, -3.220, 1.360], [-4.887, -3.688, 3.167], [-6.109, -4.328, 5.194], [-7.188, -2.593, 6.604], [-7.025, -0.209, 5.946], [-5.832, 0.434, 3.908], [0.670, 1.807, 3.086], [1.512, 1.737, 1.950], [1.913, 3.079, 1.784], [2.671, 1.154, 2.476]],
  "e_homo_ev": -4.07,
  "energy_ha": -5394.07574,
  "total_charge": -1,
  "orbital_gap_ev": 6.577,
  "max_force_ev_per_a": 0.73
}

---

{
  "formula": "C25H36BeNO2",
  "method": "ωB97M-V/def2-TZVPD",
  "species": ["O", "C", "C", "H", "H", "C", "H", "H", "C", "H", "H", "H", "C", "H", "H", "H", "Be", "C", "C", "C", "H", "C", "C", "H", "H", "H", "H", "C", "C", "C", "H", "C", "C", "H", "H", "H", "H", "O", "C", "C", "H", "H", "C", "H", "H", "C", "H", "H", "H", "H", "C", "C", "C", "C", "C", "C", "N", "H", "H", "H", "H", "H", "H", "H", "H"],
  "coordinates": [[0.177, -0.107, -4.959], [-0.017, 1.205, -5.619], [-0.128, 0.595, -7.012], [0.846, 1.874, -5.475], [-0.942, 1.699, -5.284], [0.033, -0.745, -6.256], [0.698, 0.844, -7.681], [-1.110, 0.701, -7.478], [1.265, -1.532, -6.652], [2.174, -0.925, -6.581], [1.153, -1.893, -7.683], [1.361, -2.403, -5.996], [-1.214, -1.601, -6.334], [-2.110, -1.035, -6.057], [-1.116, -2.465, -5.670], [-1.336, -1.968, -7.362], [-0.166, -0.581, 3.483], [-1.998, -0.433, 3.668], [-2.130, 1.021, 3.701], [-2.082, 1.499, 2.383], [-2.339, 1.606, 4.596], [-2.061, 0.383, 1.491], [-2.046, -0.798, 2.262], [-2.224, -1.805, 1.889], [-2.194, -1.110, 4.503], [-2.132, 2.541, 2.070], [-2.173, 0.436, 0.410], [0.766, -2.194, 3.769], [0.007, -2.940, 2.787], [0.456, -2.566, 1.502], [-0.740, -3.700, 3.023], [1.498, -1.608, 1.629], [1.737, -1.410, 3.016], [2.599, -0.910, 3.457], [0.840, -2.426, 4.837], [0.116, -2.988, 0.561], [2.048, -1.147, 0.807], [1.043, 0.144, -1.108], [-0.029, -0.734, -1.578], [-1.111, 0.111, -2.281], [-0.466, -1.270, -0.711], [0.420, -1.508, -2.235], [-0.373, 1.450, -2.484], [-1.982, 0.266, -1.627], [-1.454, -0.330, -3.217], [0.567, 1.509, -1.283], [-1.035, 2.304, -2.660], [0.273, 1.316, -3.360], [-0.008, 1.860, -0.397], [1.441, 2.164, -1.416], [-0.202, -0.023, 6.532], [0.571, 0.835, 5.627], [1.376, 1.936, 5.960], [1.933, 2.424, 4.751], [1.406, 1.641, 3.710], [1.601, 1.785, 2.257], [0.611, 0.662, 4.264], [0.082, -1.082, 6.452], [-1.284, 0.052, 6.359], [-0.025, 0.295, 7.568], [1.522, 2.325, 6.957], [2.633, 3.236, 4.586], [0.790, 1.323, 1.674], [1.632, 2.852, 1.994], [2.553, 1.341, 1.919]],
  "e_homo_ev": -3.52,
  "energy_ha": -1194.17320,
  "total_charge": -1,
  "orbital_gap_ev": 5.673,
  "max_force_ev_per_a": 2.19
}

---

{
  "formula": "C44H86BN2O12S5",
  "method": "ωB97M-V/def2-TZVPD",
  "species": ["C", "C", "C", "C", "C", "C", "C", "C", "C", "C", "C", "C", "C", "C", "C", "C", "C", "C", "C", "N", "N", "B", "O", "C", "C", "C", "C", "C", "O", "H", "H", "H", "H", "H", "H", "H", "H", "H", "H", "H", "H", "H", "H", "H", "H", "H", "H", "H", "H", "H", "H", "H", "H", "H", "H", "H", "H", "H", "H", "H", "H", "H", "H", "H", "H", "H", "H", "H", "H", "H", "H", "H", "H", "H", "H", "C", "C", "C", "S", "O", "O", "C", "H", "H", "H", "H", "H", "H", "H", "H", "C", "C", "C", "S", "O", "O", "C", "H", "H", "H", "H", "H", "H", "H", "H", "C", "C", "C", "S", "O", "O", "C", "H", "H", "H", "H", "H", "H", "H", "H", "C", "C", "C", "S", "O", "O", "C", "H", "H", "H", "H", "H", "H", "H", "H", "C", "C", "C", "S", "O", "O", "C", "H", "H", "H", "H", "H", "H", "H", "H"],
  "coordinates": [[5.262, -4.479, 1.491], [5.150, -3.029, 0.777], [4.117, -3.202, -0.444], [2.596, -2.962, 0.108], [2.334, -1.368, 0.091], [0.847, -1.075, -0.500], [-0.144, -1.111, 0.795], [-1.642, -1.376, 0.275], [-2.272, 0.054, -0.132], [-2.684, 0.824, 1.216], [-4.209, 0.400, 1.571], [-5.275, 1.285, 0.736], [-6.575, 1.654, 1.628], [-7.891, 1.225, 0.790], [-8.321, -0.253, 1.323], [-9.859, -0.575, 0.990], [-10.092, -1.778, -0.016], [-10.406, -1.522, -1.540], [-10.592, -2.863, -2.285], [-10.567, -4.181, -1.848], [-10.298, -4.382, -0.556], [-10.285, -5.867, -0.137], [-11.554, -6.550, -0.057], [-8.913, -6.643, 0.206], [-8.686, -7.996, -0.636], [-10.056, -3.282, 0.297], [-9.690, -3.645, 1.827], [-11.019, -4.007, 2.696], [-10.950, -3.247, 3.943], [5.946, -4.435, 2.403], [5.707, -5.218, 0.736], [4.248, -4.884, 1.820], [4.684, -2.312, 1.544], [6.188, -2.707, 0.443], [4.249, -4.247, -0.885], [4.358, -2.383, -1.211], [2.478, -3.313, 1.199], [1.842, -3.560, -0.505], [2.358, -0.967, 1.160], [3.073, -0.762, -0.539], [0.495, -1.868, -1.235], [0.847, -0.012, -0.939], [0.137, -1.952, 1.512], [0.000, -0.108, 1.319], [-2.320, -1.847, 1.060], [-1.633, -2.003, -0.687], [-3.196, -0.108, -0.779], [-1.536, 0.676, -0.748], [-2.026, 0.544, 2.109], [-2.666, 1.956, 1.019], [-4.387, 0.603, 2.681], [-4.332, -0.718, 1.379], [-5.629, 0.623, -0.136], [-4.764, 2.237, 0.370], [-6.589, 2.757, 1.942], [-6.494, 1.044, 2.596], [-7.710, 1.144, -0.332], [-8.745, 1.980, 0.937], [-8.250, -0.173, 2.471], [-7.592, -1.056, 0.951], [-10.365, -0.879, 1.983], [-10.454, 0.334, 0.622], [-10.474, -0.485, -1.996], [-10.791, -2.745, -3.412], [-12.227, -6.039, -0.571], [-8.870, -6.920, 1.311], [-8.051, -5.932, -0.032], [-8.971, -7.906, -1.737], [-7.552, -8.198, -0.620], [-9.188, -8.907, -0.156], [-9.243, -2.736, 2.381], [-8.879, -4.447, 1.908], [-11.117, -5.126, 2.879], [-11.903, -3.562, 2.110], [-11.840, -3.204, 4.350], [6.359, 2.883, -1.965], [6.700, 2.312, -3.343], [6.718, 0.787, -3.217], [5.591, 0.382, -1.887], [6.349, -0.194, -0.798], [4.416, -0.262, -2.433], [5.180, 2.065, -1.460], [6.118, 3.949, -2.014], [7.217, 2.760, -1.293], [5.934, 2.612, -4.060], [7.658, 2.688, -3.710], [6.381, 0.304, -4.135], [7.708, 0.419, -2.944], [5.028, 2.149, -0.384], [4.264, 2.329, -1.991], [-6.673, 3.920, -2.515], [-6.079, 5.107, -3.277], [-4.563, 5.074, -3.070], [-4.133, 3.358, -2.800], [-3.644, 3.213, -1.448], [-3.399, 2.865, -3.942], [-5.800, 2.723, -2.869], [-7.717, 3.748, -2.783], [-6.627, 4.112, -1.438], [-6.308, 5.007, -4.343], [-6.502, 6.056, -2.940], [-4.029, 5.447, -3.943], [-4.268, 5.639, -2.184], [-5.909, 1.890, -2.175], [-5.987, 2.388, -3.892], [1.570, 5.538, -2.802], [2.170, 6.727, -3.555], [3.686, 6.682, -3.350], [4.105, 4.962, -3.095], [4.594, 4.804, -1.742], [4.835, 4.474, -4.243], [2.434, 4.338, -3.167], [0.524, 5.375, -3.070], [1.618, 5.721, -1.724], [1.940, 6.637, -4.622], [1.754, 7.676, -3.210], [4.222, 7.059, -4.222], [3.986, 7.238, -2.460], [2.319, 3.501, -2.480], [2.244, 4.013, -4.192], [9.719, -1.540, 0.817], [9.546, -0.491, -0.284], [10.561, 0.624, -0.019], [11.931, -0.141, 0.842], [11.997, 0.405, 2.180], [13.082, -0.179, -0.031], [11.220, -1.775, 0.931], [9.185, -2.463, 0.584], [9.325, -1.153, 1.762], [9.748, -0.949, -1.258], [8.527, -0.099, -0.311], [10.921, 1.069, -0.947], [10.145, 1.398, 0.628], [11.509, -2.257, 1.865], [11.595, -2.348, 0.080], [8.875, 0.911, 6.358], [9.200, 1.711, 5.095], [9.472, 0.707, 3.972], [8.527, -0.758, 4.373], [9.447, -1.839, 4.647], [7.436, -0.894, 3.434], [7.881, -0.158, 5.924], [8.463, 1.546, 7.145], [9.786, 0.442, 6.742], [8.342, 2.338, 4.829], [10.055, 2.374, 5.245], [9.152, 1.090, 3.003], [10.526, 0.429, 3.931], [7.797, -0.980, 6.635], [6.897, 0.274, 5.731]],
  "e_homo_ev": -10.60,
  "energy_ha": -4755.81365,
  "total_charge": 1,
  "orbital_gap_ev": 5.615,
  "max_force_ev_per_a": 6.10
}

---

{
  "formula": "C8H8",
  "method": "ωB97M-V/def2-TZVPD",
  "species": ["C", "C", "C", "C", "C", "C", "C", "C", "H", "H", "H", "H", "H", "H", "H", "H"],
  "coordinates": [[0.210, -1.694, 0.024], [1.651, -1.281, -0.153], [-0.689, -0.715, 0.174], [-0.586, 0.775, -0.029], [2.226, -0.157, -0.055], [-1.800, 0.349, 0.025], [2.627, 1.252, -0.017], [-3.230, 0.365, -0.012], [0.116, -2.677, 0.386], [2.195, -2.150, -0.249], [2.447, 1.841, -0.942], [3.687, 1.557, 0.060], [2.047, 1.637, 0.763], [-3.693, 1.310, 0.091], [-3.468, -0.282, 0.808], [-3.740, -0.131, -0.875]],
  "multiplicity": 3,
  "e_homo_ev": [-6.84, -7.70],
  "energy_ha": -309.29165,
  "orbital_gap_ev": [7.762, 6.029],
  "max_force_ev_per_a": 3.55
}

---

{
  "formula": "C5H6O",
  "method": "ωB97M-V/def2-TZVPD",
  "species": ["O", "C", "C", "C", "C", "C", "H", "H", "H", "H", "H", "H"],
  "coordinates": [[-0.809, 1.224, 1.610], [-0.210, 0.844, 0.643], [-0.797, 0.711, -0.770], [-0.285, -0.678, -1.058], [0.590, -1.059, -0.111], [1.046, 0.039, 0.795], [-0.483, 1.526, -1.420], [-1.897, 0.736, -0.676], [-0.750, -1.348, -1.778], [0.583, -2.009, 0.377], [1.110, -0.269, 1.846], [1.955, 0.580, 0.522]],
  "smiles": "O=C1CC=CC1",
  "e_homo_ev": -9.28,
  "energy_ha": -269.30704,
  "orbital_gap_ev": 10.314,
  "max_force_ev_per_a": 1.69
}

---

{
  "formula": "C5H10O",
  "method": "ωB97M-V/def2-TZVPD",
  "species": ["C", "C", "C", "C", "C", "H", "H", "H", "H", "H", "H", "H", "H", "H", "H", "O"],
  "coordinates": [[2.820, 0.706, 0.702], [1.479, 1.123, 0.259], [0.966, 2.380, 0.074], [1.033, -0.839, -1.187], [0.611, -0.064, -0.135], [2.724, 0.359, 1.755], [3.415, 1.667, 0.822], [3.285, -0.088, 0.056], [1.489, 3.367, 0.345], [-0.103, 2.454, 0.025], [1.798, -0.684, -1.835], [0.359, -1.509, -1.619], [-0.339, -0.119, 0.386], [-5.806, -3.116, -0.069], [-7.012, -2.537, 0.551], [-6.718, -3.100, -0.130]],
  "multiplicity": 2,
  "e_homo_ev": [1.11, -3.94],
  "energy_ha": -271.61687,
  "total_charge": -1,
  "orbital_gap_ev": [2.170, 7.347],
  "max_force_ev_per_a": 3.29
}